Here is C42H60AuN2P2SSi as an isolated structure from the OMol25 dataset. Energies are from wB97M-V/def2-TZVPD.

Last column: Löwdin spin population.
Atoms and positions in Å:
Au -0.232 -0.128 -0.468  0.28
C -0.326 2.907 1.946  0.06
Si -0.067 2.173 0.236  0.22
C 1.683 2.630 -0.327  0.03
C 2.118 3.953 -0.251  0.01
C 3.414 4.314 -0.583  0.00
C 4.316 3.341 -0.987  0.00
C 3.916 2.017 -1.055  0.00
C 2.608 1.652 -0.735  0.00
P 2.092 -0.098 -0.806  0.08
C 2.954 -1.020 0.535  0.00
C 2.199 -2.340 0.790  0.00
C 3.029 -3.278 1.658  0.00
C 4.283 -3.741 0.902  0.00
C 4.738 -2.689 -0.118  0.00
C 4.470 -1.281 0.410  0.00
C 2.496 -0.705 -2.492  0.03
C 1.633 0.080 -3.499  0.01
C 2.066 -0.195 -4.950  0.00
C 2.746 -1.553 -5.070  0.00
C 4.044 -1.569 -4.251  0.00
C 3.942 -0.683 -2.998  0.01
C -1.442 2.836 -0.892  0.03
C -1.474 4.187 -1.236  0.01
C -2.574 4.755 -1.859  0.00
C -3.690 3.977 -2.126  0.00
C -3.680 2.629 -1.809  0.00
C -2.557 2.041 -1.228  0.00
P -2.537 0.241 -0.887  0.07
C -3.146 -0.707 -2.346  0.03
C -2.187 -0.617 -3.531  0.01
C -2.579 -1.605 -4.625  0.00
C -4.029 -1.433 -5.060  0.00
C -4.971 -1.514 -3.865  0.00
C -4.591 -0.482 -2.805  0.01
C -3.836 -0.019 0.396  0.00
C -3.544 0.718 1.706  0.00
C -2.509 0.016 2.579  0.01
C -2.880 -1.440 2.829  0.00
C -3.081 -2.177 1.512  0.02
C -4.148 -1.497 0.664  0.00
H -0.203 3.992 1.909  0.01
H 0.393 2.511 2.662  0.00
H -1.328 2.704 2.317  0.00
H 1.439 4.725 0.091  0.00
H 3.723 5.348 -0.516  0.00
H 5.333 3.610 -1.237  0.00
H 4.637 1.275 -1.363  0.00
H 2.786 -0.357 1.394  0.00
H 1.987 -2.840 -0.162  0.00
H 1.228 -2.126 1.244  0.00
H 2.426 -4.137 1.960  0.00
H 3.307 -2.762 2.581  0.00
H 4.078 -4.684 0.385  0.00
H 5.089 -3.944 1.609  0.00
H 4.202 -2.834 -1.060  0.00
H 5.797 -2.814 -0.348  0.00
H 4.970 -0.523 -0.194  0.00
H 4.910 -1.194 1.406  0.00
H 2.155 -1.749 -2.465  0.00
H 1.722 1.151 -3.286  0.00
H 0.583 -0.174 -3.359  0.01
H 2.758 0.582 -5.284  0.00
H 1.198 -0.132 -5.607  0.00
H 2.957 -1.791 -6.113  0.00
H 2.063 -2.330 -4.715  0.00
H 4.875 -1.218 -4.865  0.00
H 4.286 -2.593 -3.957  0.00
H 4.204 0.346 -3.246  0.00
H 4.659 -1.023 -2.251  0.00
H -0.624 4.817 -1.005  0.00
H -2.570 5.805 -2.116  0.00
H -4.566 4.417 -2.582  0.00
H -4.563 2.040 -2.014  0.00
H -3.084 -1.739 -1.974  0.00
H -1.170 -0.830 -3.194  0.01
H -2.188 0.407 -3.923  0.00
H -2.436 -2.622 -4.244  0.00
H -1.907 -1.494 -5.479  0.00
H -4.291 -2.189 -5.802  0.00
H -4.150 -0.461 -5.549  0.00
H -4.929 -2.517 -3.428  0.00
H -6.004 -1.354 -4.181  0.00
H -5.289 -0.527 -1.967  0.00
H -4.679 0.511 -3.253  0.00
H -4.718 0.450 -0.061  0.00
H -4.489 0.763 2.258  0.00
H -3.263 1.755 1.503  0.00
H -2.409 0.554 3.524  0.00
H -1.523 0.056 2.099  0.01
H -3.807 -1.486 3.411  0.00
H -2.111 -1.932 3.428  0.00
H -3.356 -3.219 1.687  0.00
H -2.127 -2.206 0.971  0.02
H -5.096 -1.529 1.211  0.00
H -4.321 -2.044 -0.263  0.00
C 2.605 -6.909 -1.658  0.00
C 1.556 -6.295 -0.793  0.00
C 1.216 -6.809 0.456  0.00
C 0.237 -6.153 1.179  0.00
N -0.376 -5.061 0.721  0.03
C 0.027 -4.665 -0.476  0.08
S -0.749 -3.206 -1.116  0.86
N 0.948 -5.201 -1.260  0.04
H 2.860 -7.912 -1.324  0.00
H 3.509 -6.296 -1.631  0.00
H 2.263 -6.943 -2.690  0.00
H 1.695 -7.695 0.844  0.00
H -0.071 -6.506 2.155  0.00

Calculated values
total charge	+1
multiplicity	3
HOMO-LUMO gap (spin up / spin down)	6.6 / 6.5	eV
expectation value of S²	2.008